Entry 1:
12 unconnected molecules or ions with the total composition C15H54O12, computed with the ωB97M-V functional and the def2-TZVPD basis.

```
81
Properties=species:S:1:pos:R:3:forces:R:3:mulliken_charge:R:1
C 0.22889 3.14519 -3.48341 -0.57 -1.02 0.06 -0.5429
C 1.22775 1.99151 -3.61304 1.48 3.27 -1.61 1.0643
O 1.86071 1.92734 -4.90872 -0.24 -1.32 -0.42 -0.6341
H -0.38437 2.85851 -2.58641 0.46 0.73 -0.69 -0.0901
H -0.45500 3.18990 -4.36665 0.57 0.03 0.64 0.2648
H 0.71566 4.10059 -3.30836 -0.15 0.08 -0.10 0.3676
H 0.75636 1.14230 -3.35505 -1.47 -3.23 0.58 -0.5674
H 2.05042 2.14830 -2.95989 0.50 0.21 1.14 0.0736
H 2.18722 1.00046 -5.05252 -0.49 1.40 0.31 0.3234
C -0.28529 1.25686 0.30113 1.75 -0.49 0.76 -0.5961
C 0.26811 -0.12370 0.74005 0.21 -0.38 0.09 1.5392
O -0.67495 -1.12392 0.37894 -0.70 0.62 -1.19 1.1385
H -0.93562 1.55058 1.10176 -0.91 0.38 -0.06 0.1387
H -0.74763 1.30360 -0.71377 0.50 -0.24 0.93 -0.6659
H 0.57829 1.95343 0.39579 -0.63 -0.16 -0.50 0.2785
H 0.47390 -0.27858 1.81982 -0.23 0.95 -0.36 -0.2432
H 1.21955 -0.38194 0.26511 -0.10 0.27 -0.16 -0.6747
H -0.73503 -1.84470 0.99868 0.36 -0.77 0.73 -0.2362
C 1.38705 -2.78631 3.17751 -0.80 0.29 -1.07 -0.6069
C 0.28536 -3.78421 2.97170 0.47 -0.38 -1.41 -0.4861
O -0.65848 -3.32702 1.99839 -1.63 -0.82 0.72 -0.4023
H 1.02221 -2.12090 3.92714 0.48 0.61 0.86 0.4179
H 1.53396 -2.15671 2.27844 0.05 -0.59 0.29 -0.4595
H 2.27585 -3.34397 3.39833 0.64 0.26 0.50 0.4881
H -0.23894 -3.95045 3.87911 -0.37 -0.29 1.04 0.4034
H 0.63348 -4.74092 2.58063 0.38 -0.15 0.26 0.3395
H -1.43000 -3.91262 2.21301 0.63 1.08 -0.89 0.2269
C -3.18610 2.05802 -2.05984 2.29 0.78 -3.04 -0.5006
O -3.60341 3.35787 -2.36057 -1.39 0.91 0.04 -0.6026
H -2.78725 2.11077 -1.12068 0.64 -0.36 2.64 0.0354
H -2.31321 1.92736 -2.74468 -0.44 -0.81 0.45 0.2742
H -3.86745 1.28170 -2.18423 -1.45 -1.14 -0.03 0.4899
H -3.99991 3.37171 -3.23192 0.00 0.17 -0.15 0.3208
C -0.58304 1.15127 3.90751 0.63 0.71 2.14 -0.3794
O 0.57407 0.45632 4.42890 -0.72 -0.88 -1.89 -0.4355
H -0.29078 2.06840 3.37972 -0.09 0.00 0.29 0.2824
H -1.14916 1.34781 4.85140 -0.36 0.36 -1.26 0.3909
H -1.14858 0.57226 3.21769 -0.28 -0.92 -0.28 -0.0640
H 0.92303 1.04848 5.06326 0.77 0.72 1.04 0.2869
C 3.29780 -2.98789 0.38665 -0.51 -4.30 0.22 -0.9443
O 2.19156 -2.79406 -0.33641 -4.53 2.49 -3.57 -0.3515
H 3.89171 -2.24360 0.72760 1.58 3.02 0.13 0.3135
H 3.73092 -3.71438 -0.25654 2.43 -0.84 0.64 0.3939
H 2.80845 -3.40614 1.21383 1.11 -1.42 2.31 0.3179
H 1.89826 -3.66409 -0.66751 0.08 1.03 0.21 0.2364
C -2.05781 4.41837 0.52323 -0.96 -0.39 -0.10 -0.4024
O -1.64111 4.43928 -0.79555 1.24 0.51 -1.25 -0.4828
H -1.44328 5.07945 1.17138 -0.36 -0.75 -0.46 0.2311
H -2.15710 3.37989 0.78557 0.85 -0.68 1.25 0.0022
H -3.10514 4.65801 0.56077 -0.67 1.14 0.36 0.3451
H -2.27115 3.98462 -1.38172 0.05 0.69 0.32 0.2855
C 3.22239 0.65613 -1.05070 -0.42 -1.08 -0.47 0.5676
O 4.23842 1.58758 -1.03214 1.91 -1.83 -1.71 -0.5662
H 2.22420 1.05352 -1.11333 -0.40 0.45 0.16 -0.3367
H 3.29439 0.04861 -0.15808 -0.27 -0.64 0.22 -0.4915
H 3.30482 0.02249 -1.93629 0.20 -0.14 0.17 0.3591
H 3.93015 2.36971 -0.69727 -1.00 3.05 1.37 0.3733
C 3.22206 1.21064 2.34955 0.12 1.06 0.23 -0.1182
O 4.58351 1.31669 1.79000 -2.13 0.66 2.99 -0.5490
H 2.48893 1.68690 1.67625 0.22 -0.47 -0.13 0.0565
H 3.10819 1.80758 3.25656 0.73 0.21 -0.01 0.3704
H 2.83893 0.23540 2.69711 0.66 -0.11 -0.71 0.0282
H 4.51846 0.73035 1.08014 0.52 -1.23 -2.08 0.3159
C -3.87019 -0.63492 1.20492 0.65 0.59 -0.74 -0.7149
O -3.29473 -0.42923 -0.07288 -0.17 -0.55 -0.23 -0.4937
H -4.92125 -0.80312 1.17735 -0.99 0.63 -0.49 0.3782
H -3.56310 0.20396 1.78301 -0.42 0.83 1.06 0.2412
H -3.55815 -1.49840 1.72215 1.11 -1.41 0.44 0.1911
H -2.32711 -0.52317 0.03970 -0.31 -0.17 -0.10 0.1075
C -1.98683 -3.87211 -1.13202 1.56 1.45 -4.17 -0.1525
O -2.51948 -5.09076 -1.43561 -0.83 -2.49 -0.38 -0.5866
H -2.58202 -3.06405 -1.52097 -0.62 0.49 -0.52 0.2568
H -1.01284 -3.77293 -1.68731 -0.38 0.26 1.09 0.1864
H -1.93065 -3.61309 -0.15102 0.54 -0.24 3.10 -0.1011
H -2.18971 -5.41603 -2.29658 -0.32 0.49 0.89 0.3555
C -0.73211 -0.89320 -2.89130 1.91 -0.82 -1.66 -0.4528
O 0.51447 -1.09666 -2.18414 -1.48 -0.31 1.66 -0.5633
H -1.49264 -1.61952 -2.68921 -0.21 -0.78 0.26 0.0398
H -0.47693 -0.96779 -4.01617 -0.46 0.30 1.74 0.2578
H -1.18470 0.04023 -2.67202 -0.21 1.22 0.10 0.0650
H 0.28278 -1.26886 -1.19528 0.36 0.17 -2.50 0.0745
```
Positions in Å, forces in eV/Å.

Output
Charge = 0
Orbital gap = 0.3581 hartree
SMILES = CCO.CCO.CCO.CO.CO.CO.CO.CO.CO.CO.CO.CO
Energy above the lowest of the compared OMol25 structures with the same formula, charge and spin = 877.5 kJ/mol
E_HOMO = -9.536 eV

***

Entry 2:
A molecular structure, C15H55B2I2N25O13, computed with the ωB97M-V functional and the def2-TZVPD basis.

```
112
Properties=species:S:1:pos:R:3:forces:R:3:mulliken_charge:R:1
C -0.14384 1.31313 -1.68188 -0.09 -0.04 -0.17 -1.3708
C 0.14043 -0.08939 -1.23190 -0.03 -0.29 0.12 0.3625
I -1.54124 -1.34888 -1.38940 0.09 -0.03 0.05 0.1151
C 1.32237 -0.48347 -0.77375 -0.47 0.57 -0.40 -0.4559
I 1.84358 -2.38546 -0.14608 0.10 -0.09 0.13 0.1675
B 2.54008 0.46491 -0.59555 0.24 0.02 0.28 0.3321
B 2.64855 1.32024 0.90116 0.07 -0.13 -0.17 0.2374
N 3.20158 2.68154 1.00826 -0.30 -0.21 0.46 -0.5305
O 2.17504 0.67351 1.99907 0.10 0.17 -0.27 -0.5502
H 0.74736 1.94254 -1.61926 0.03 -0.01 0.08 0.2964
H -0.47440 1.31612 -2.72298 0.04 0.01 0.00 0.3996
H -0.94817 1.75680 -1.09245 0.07 0.02 0.06 0.3667
H 3.33855 0.56172 -1.47755 -0.01 -0.14 -0.05 -0.1253
H 2.51408 3.36835 0.71188 0.29 0.19 -0.35 0.2164
H 3.37467 2.87448 1.99284 -0.15 0.20 0.03 0.2286
H 1.88347 1.31602 2.67182 -0.07 -0.25 0.45 0.4020
C -0.48564 2.15423 4.26142 -0.13 -0.11 -0.06 0.5263
O 0.61202 2.20505 3.71033 0.18 0.13 -0.07 -0.8269
N -1.55600 2.85938 3.79999 0.06 -0.04 0.04 -0.2708
N -0.72138 1.39110 5.35860 0.02 0.18 0.03 -0.2578
H -2.46600 2.81453 4.22507 0.00 -0.02 0.00 0.2021
H -1.41609 3.44017 2.99606 0.02 0.03 -0.01 0.1995
H 0.04562 0.86279 5.72833 0.06 0.07 0.03 0.2055
H -1.63345 1.35716 5.79059 0.01 -0.27 -0.10 0.2190
C 1.58746 -1.72026 -5.02954 -0.42 0.05 -0.04 0.6832
O 2.09692 -1.72590 -6.14609 0.30 0.04 0.11 -0.8204
N 2.31397 -1.50780 -3.89854 -0.07 -0.04 -0.03 -0.2003
N 0.24929 -1.91306 -4.86245 0.14 -0.04 0.03 -0.1858
H 1.89600 -1.48233 -2.98508 0.05 0.01 -0.07 0.0774
H 3.30052 -1.36302 -3.99749 0.02 0.00 -0.01 0.1771
H -0.31051 -2.02997 -5.69361 -0.10 0.08 -0.09 0.0930
H -0.19614 -1.91154 -3.96287 0.01 0.00 0.01 0.0757
C -3.80171 -0.54420 5.28962 0.05 -0.12 -0.01 0.6503
O -3.52553 0.62210 5.59092 -0.23 0.08 -0.03 -0.7382
N -2.88690 -1.54286 5.40708 -0.02 0.03 0.02 -0.3823
N -5.01415 -0.91803 4.82204 0.03 -0.04 0.01 -0.2574
H -3.09146 -2.49429 5.16443 -0.02 0.00 -0.01 0.1735
H -1.97028 -1.30591 5.73422 0.03 0.01 -0.03 0.2027
H -5.71573 -0.21193 4.71051 -0.02 0.03 0.05 0.1320
H -5.24298 -1.86696 4.55621 -0.04 0.05 -0.18 0.1648
C -0.51934 -2.02540 -8.81583 0.14 -0.03 -0.22 0.7066
O -1.31006 -1.83967 -7.89465 -0.01 -0.04 0.13 -0.6746
N -0.94763 -2.26268 -10.09931 -0.04 -0.01 0.26 -0.4096
N 0.82269 -2.03094 -8.62234 -0.32 0.06 0.04 -0.2786
H -0.31452 -2.42016 -10.85929 -0.01 0.01 -0.03 0.1376
H -1.93646 -2.27613 -10.27690 -0.02 -0.06 -0.02 0.2423
H 1.15076 -1.84610 -7.67641 0.32 -0.09 -0.11 0.2075
H 1.48086 -2.20984 -9.35601 -0.01 0.02 -0.02 0.1610
C 7.23324 4.33743 0.35478 -0.06 -0.11 0.12 0.6159
O 8.21426 5.01260 0.06002 0.04 0.08 0.09 -0.7097
N 7.36497 3.04907 0.78696 0.10 0.03 0.02 -0.3016
N 5.96013 4.81321 0.29874 0.05 -0.04 0.03 -0.3273
H 6.59855 2.46763 1.06993 -0.07 0.04 -0.08 0.1296
H 8.30038 2.68488 0.81684 -0.03 -0.13 -0.03 0.2471
H 5.83001 5.75654 -0.01249 0.02 0.03 0.00 0.1938
H 5.16469 4.25184 0.54991 -0.08 -0.08 -0.12 0.2064
C 11.49146 4.15523 2.14759 -0.21 -0.20 -0.07 0.5232
O 12.33553 3.57847 2.82163 0.20 0.24 0.04 -0.7471
N 11.81377 5.10154 1.22143 0.00 0.06 0.06 -0.3677
N 10.16387 3.88344 2.26135 -0.13 0.09 -0.05 -0.3079
H 11.12327 5.55892 0.65418 -0.04 -0.06 -0.01 0.1831
H 12.78326 5.32136 1.10067 0.03 -0.01 0.00 0.2042
H 9.89152 3.17251 2.91408 0.07 -0.02 0.04 0.1947
H 9.46793 4.35476 1.70293 0.05 0.05 -0.05 0.1902
C 12.77040 0.00706 3.60987 0.04 -0.02 0.04 0.5790
O 11.67218 -0.04227 3.07714 -0.01 0.00 0.02 -0.6523
N 13.39747 1.17190 3.92230 -0.15 -0.08 0.06 -0.3016
N 13.45582 -1.14296 3.93736 -0.01 0.10 0.00 -0.3870
H 14.29237 1.19357 4.37081 0.02 -0.02 -0.01 0.1614
H 12.93158 2.04207 3.68827 0.06 -0.03 -0.14 0.3171
H 13.01882 -2.01641 3.71741 -0.03 -0.01 -0.02 0.2200
H 14.35710 -1.13872 4.37322 0.02 0.00 0.00 0.1523
C -5.15167 4.46230 5.80611 0.00 -0.12 -0.05 0.6424
O -4.84968 5.60241 6.12408 -0.06 0.00 0.03 -0.6724
N -4.29126 3.40947 5.91403 0.02 0.10 -0.26 -0.2375
N -6.39725 4.15323 5.32495 0.10 0.02 -0.01 -0.3423
H -4.51512 2.45498 5.68072 0.08 -0.07 0.16 0.0878
H -3.38060 3.60714 6.28570 -0.04 0.04 0.15 0.1896
H -7.05825 4.90073 5.22707 0.00 0.02 -0.03 0.2264
H -6.67514 3.22258 5.08064 -0.03 -0.03 0.07 0.1366
C -3.67142 -4.99467 -9.70048 0.01 0.06 0.01 0.6265
O -3.55007 -4.67081 -10.87537 -0.01 0.04 0.02 -0.6711
N -2.65609 -4.81369 -8.80241 -0.05 -0.22 -0.10 -0.3059
N -4.81379 -5.54791 -9.20586 0.20 0.22 -0.06 -0.2972
H -2.72334 -5.05055 -7.83247 -0.03 0.07 0.03 0.1519
H -1.80905 -4.40844 -9.15436 0.02 0.10 0.06 0.1882
H -5.57906 -5.71111 -9.83202 -0.02 -0.12 0.02 0.1950
H -4.92212 -5.82649 -8.25101 -0.03 -0.08 -0.01 0.1284
C -7.32314 -8.56701 -8.95588 -0.01 -0.07 -0.06 0.6339
O -6.97902 -7.40008 -9.03081 -0.06 0.00 0.10 -0.6248
N -7.86666 -9.23555 -10.01668 0.01 0.02 0.08 -0.3950
N -7.19010 -9.29767 -7.80585 -0.04 0.03 -0.09 -0.3820
H -8.15235 -10.19450 -9.97629 0.00 -0.01 0.00 0.1653
H -7.97202 -8.72762 -10.87419 0.01 0.02 -0.02 0.2159
H -6.79514 -8.83570 -7.00994 0.01 0.02 0.01 0.2033
H -7.46576 -10.25735 -7.72899 0.00 -0.01 0.00 0.1687
C -6.14912 -3.12078 1.94931 0.02 -0.06 -0.16 0.6743
O -5.97797 -3.24396 3.15513 0.07 0.09 0.18 -0.6990
N -7.08632 -3.85068 1.28055 0.05 0.06 0.03 -0.4128
N -5.41563 -2.25817 1.18815 -0.06 -0.02 0.09 -0.3210
H -7.24385 -3.77179 0.29443 0.00 0.00 -0.01 0.1623
H -7.63688 -4.49488 1.81589 -0.01 -0.01 0.02 0.2214
H -4.71275 -1.71084 1.64924 0.03 0.00 0.00 0.1838
H -5.53907 -2.15856 0.19881 0.00 0.01 -0.01 0.1559
C -7.86459 5.19554 9.26651 0.02 0.04 0.00 0.6019
O -8.37264 4.12136 8.99070 -0.01 0.01 0.00 -0.6568
N -8.18100 5.87460 10.41677 0.03 -0.01 -0.08 -0.3871
N -6.94897 5.80450 8.45924 -0.19 -0.03 0.09 -0.2730
H -7.77561 6.75636 10.66337 0.01 0.01 0.00 0.1633
H -8.85053 5.45171 11.02988 -0.02 -0.02 0.00 0.2225
H -6.68417 5.33263 7.61541 0.13 0.05 0.00 0.1481
H -6.52167 6.68594 8.66774 0.05 -0.01 0.00 0.1424
```
Positions in Å, forces in eV/Å.

Output
Charge = 0
Orbital gap = 0.3054 hartree
E_HOMO = -9.138 eV